Record 1
{
  "formula": "C4H9NO",
  "method": "ωB97M-V/def2-TZVPD",
  "e_above_lowest_kj_mol": 249.51,
  "symbols": ["C", "N", "C", "H", "H", "H", "H", "H", "C", "C", "O", "H", "H", "H", "H"],
  "positions_angstrom": [[-1.729, -0.754, 0.890], [-0.915, -1.130, 0.008], [0.086, -2.168, 0.384], [-2.293, 0.167, 0.783], [-1.833, -1.213, 1.883], [0.663, -2.341, -0.518], [0.666, -1.630, 1.135], [-0.348, -3.060, 0.836], [-0.264, 1.967, -0.500], [0.908, 1.028, -0.723], [1.995, 1.122, -0.224], [-0.653, 1.782, 0.489], [0.064, 3.004, -0.566], [-0.917, 1.814, -1.349], [0.816, 0.247, -1.504]]
}

Record 2
{
  "formula": "C18H32FN2O3S",
  "method": "ωB97M-V/def2-TZVPD",
  "e_above_lowest_kj_mol": 533.66,
  "total_charge": 1,
  "symbols": ["C", "C", "O", "C", "N", "C", "C", "C", "C", "C", "C", "S", "O", "O", "F", "H", "H", "H", "H", "H", "H", "H", "H", "H", "H", "H", "H", "C", "C", "C", "N", "C", "C", "C", "C", "C", "C", "H", "H", "H", "H", "H", "H", "H", "H", "H", "H", "H", "H", "H", "H", "H", "H", "H", "H", "H", "H"],
  "positions_angstrom": [[6.385, 3.804, -0.294], [6.688, 3.188, -1.763], [6.273, 4.139, -2.794], [5.791, 1.827, -1.992], [5.053, 1.579, -0.710], [3.587, 1.554, -0.877], [2.917, 2.916, -1.298], [1.395, 3.088, -1.476], [0.447, 1.868, -1.250], [1.109, 0.534, -0.835], [2.656, 0.344, -0.648], [5.647, 0.222, 0.158], [5.013, 0.227, 1.525], [5.548, -1.084, -0.564], [7.288, 0.557, 0.433], [5.303, 4.134, -0.158], [6.765, 3.127, 0.550], [7.021, 4.768, -0.229], [7.810, 2.983, -1.826], [6.744, 3.849, -3.603], [5.089, 1.959, -2.891], [6.528, 0.988, -2.272], [3.595, 3.819, -1.481], [0.963, 4.110, -1.751], [-0.670, 2.047, -1.368], [0.441, -0.369, -0.652], [3.075, -0.661, -0.326], [-6.449, -2.063, -0.957], [-6.152, -3.030, 0.191], [-5.512, -2.392, 1.430], [-3.978, -2.211, 1.392], [-3.631, -1.281, 2.572], [-2.195, -0.782, 2.538], [-1.877, -0.111, 1.214], [-2.105, -1.091, 0.082], [-3.538, -1.594, 0.071], [-3.322, -3.562, 1.602], [-5.580, -1.883, -1.586], [-7.216, -2.486, -1.610], [-6.818, -1.102, -0.587], [-5.579, -3.885, -0.176], [-7.119, -3.429, 0.515], [-5.715, -3.014, 2.307], [-5.954, -1.409, 1.609], [-4.311, -0.427, 2.517], [-3.836, -1.831, 3.494], [-2.046, -0.065, 3.350], [-1.494, -1.604, 2.718], [-0.845, 0.243, 1.204], [-2.520, 0.769, 1.077], [-1.401, -1.926, 0.160], [-1.896, -0.600, -0.874], [-3.649, -2.359, -0.700], [-4.213, -0.757, -0.125], [-3.625, -4.231, 0.797], [-3.646, -3.958, 2.566], [-2.239, -3.444, 1.597]]
}

Record 3
{
  "formula": "C5H7NO",
  "method": "ωB97M-V/def2-TZVPD",
  "e_above_lowest_kj_mol": 257.29,
  "symbols": ["O", "C", "C", "N", "C", "C", "C", "H", "H", "H", "H", "H", "H", "H"],
  "positions_angstrom": [[-1.075, 0.947, 2.260], [-0.753, 0.805, 1.110], [0.007, 1.601, 0.057], [-0.072, 0.444, -0.888], [0.959, -0.611, -0.868], [0.134, -1.450, 0.142], [-0.910, -0.315, 0.094], [-0.621, 2.250, -0.546], [0.937, 2.110, 0.335], [1.956, -0.260, -0.574], [1.021, -1.040, -1.875], [0.597, -1.607, 1.121], [-0.262, -2.382, -0.265], [-1.947, -0.534, -0.179]]
}

How do the records compare in orbital gap? In the order shown, they have 10.2933; 8.5159; 9.9711 eV.
How do the records compare in maximum force? In the order shown, they have 1.598; 4.982; 1.382 eV/A.
How do the records compare in HOMO energy? In the order shown, they have -9.46; -10.88; -9.08 eV.